P:
Density functional theory data (wB97M-V/def2-TZVPD) for a molecular structure, C4H6N2S.

Results
2S+1	3
LUMO energy (alpha / beta)	1.035 / -2.173	eV
⟨S²⟩	2.010
HOMO energy (alpha / beta)	-4.9 / -8.8	eV

Geometry as XYZ:
```
13
C4H6N2S (wB97M-V/def2-TZVPD)
C -0.58 -0.57 0.14
C 1.22 0.09 -0.10
C -0.56 1.67 0.12
C -0.62 -2.04 0.00
N -1.29 0.41 0.13
N 0.90 1.37 -0.14
S 2.61 -0.67 -0.12
H -0.90 2.51 -0.47
H -0.59 2.10 1.20
H -0.29 -2.36 0.99
H 0.27 -2.17 -0.67
H -1.56 -2.39 -0.45
H 1.39 2.06 -0.61
```

Results of the Mulliken charge analysis, in e, for atoms 1 through 6: C 0.69; C 0.04; C -0.45; C -0.99; N -0.46; N -0.19


Q:
Density functional theory data (wB97M-V/def2-TZVPD) for C4H6N2S in the gas phase.

Results
2S+1	3
LUMO energy (alpha / beta)	0.683 / -2.046	eV
⟨S²⟩	2.023
HOMO energy (alpha / beta)	-4.1 / -9.6	eV

Geometry as XYZ:
```
13
C4H6N2S (wB97M-V/def2-TZVPD)
C 1.87 -0.57 0.01
C 2.24 0.71 0.12
C 0.15 0.68 -0.48
C -2.34 -0.33 0.04
N 0.51 -0.57 -0.35
N 1.13 1.52 -0.23
S -1.45 1.26 -0.42
H 2.23 -1.49 0.26
H 3.13 1.18 0.32
H 0.10 -1.24 0.20
H -1.60 -0.87 0.58
H -2.96 -0.44 -0.86
H -3.02 0.17 0.82
```

Results of the Mulliken charge analysis, in e, for atoms 1 through 6: C -0.42; C -0.35; C 0.30; C -0.83; N -0.20; N -0.47


Which structure loses on stability? Q does.


P:
Density functional theory data (wB97M-V/def2-TZVPD) for a molecular structure, C2H2FO2Rb.

Results
LUMO energy	-1.011	eV
HOMO energy	-5.9	eV

Geometry as XYZ:
```
8
C2H2FO2Rb (wB97M-V/def2-TZVPD)
C -0.25 -0.01 0.81
C 0.94 -0.49 0.25
O 1.35 -0.40 -0.91
O -1.06 0.73 0.03
H -0.50 -0.13 1.87
F 1.76 -1.11 1.16
Rb -0.19 1.14 -2.86
H -2.04 0.27 -0.35
```

Results of the Mulliken charge analysis, in e, for atoms 1 through 6: C -0.45; C 0.47; O -0.71; O -0.54; H 0.34; F -0.29


Q:
Density functional theory data (wB97M-V/def2-TZVPD) for a molecular structure, C2H2FO2Rb.

Results
LUMO energy	-0.864	eV
HOMO energy	-7.1	eV

Geometry as XYZ:
```
8
C2H2FO2Rb (wB97M-V/def2-TZVPD)
H -0.99 0.05 1.22
O 0.28 1.49 -0.21
C -0.57 0.63 0.04
C -0.19 -0.83 0.28
O 1.04 -1.14 0.22
F -1.73 0.59 -0.81
H -0.97 -1.56 -0.03
Rb 3.12 0.76 -0.72
```

Results of the Mulliken charge analysis, in e, for atoms 1 through 6: H 0.03; O -0.71; C 0.56; C -0.24; O -0.64; F -0.30


Which structure loses on stability? Q does.


P:
Density functional theory data (wB97M-V/def2-TZVPD) for C13H17N5O2 in the gas phase.

Results
LUMO energy	0.863	eV
SMILES	C=CCNc1nc(NCc2ccco2)nc(OCC)n1
HOMO energy	-8.5	eV

Geometry as XYZ:
```
37
C13H17N5O2 (wB97M-V/def2-TZVPD)
C 1.48 3.66 1.14
C 0.47 3.80 0.30
C -0.65 2.81 0.12
N -0.66 1.75 1.08
C -0.12 0.54 0.85
N 0.22 0.22 -0.40
C 0.69 -1.02 -0.54
N 1.11 -1.41 -1.76
C 0.79 -0.66 -2.96
C -0.58 -0.97 -3.47
C -1.81 -0.57 -3.05
C -2.75 -1.24 -3.88
C -2.01 -2.00 -4.73
O -0.70 -1.85 -4.49
N 0.83 -1.91 0.44
C 0.47 -1.48 1.64
O 0.61 -2.37 2.62
C 0.25 -1.95 3.93
C 1.33 -1.10 4.57
N 0.00 -0.27 1.91
H 2.26 4.40 1.22
H 1.58 2.80 1.78
H 0.40 4.67 -0.34
H -1.61 3.34 0.16
H -0.55 2.34 -0.87
H -0.79 1.98 2.05
H 1.30 -2.39 -1.85
H 1.53 -0.89 -3.72
H 0.85 0.40 -2.69
H -2.02 0.11 -2.26
H -3.82 -1.16 -3.84
H -2.29 -2.67 -5.53
H -0.70 -1.40 3.89
H 0.11 -2.88 4.48
H 2.28 -1.63 4.57
H 1.45 -0.17 4.02
H 1.05 -0.86 5.60
```

Results of the Mulliken charge analysis, in e, for atoms 1 through 6: C -0.74; C -0.16; C -0.41; N -0.17; C 0.19; N -0.25


Q:
Density functional theory data (wB97M-V/def2-TZVPD) for C13H17N5O2 in the gas phase.

Results
LUMO energy	0.599	eV
SMILES	Cc1ccc(-c2nnn(CC(=O)N3CCCCC3)n2)o1
HOMO energy	-8.0	eV

Geometry as XYZ:
```
37
C13H17N5O2 (wB97M-V/def2-TZVPD)
C 3.94 -2.63 5.72
C 3.14 -1.71 4.87
C 2.40 -0.61 5.19
C 1.85 -0.13 3.98
C 2.31 -0.98 3.00
C 2.06 -0.97 1.59
N 2.54 -1.88 0.71
N 2.11 -1.53 -0.44
N 1.39 -0.45 -0.28
C 0.70 0.21 -1.35
C -0.77 -0.25 -1.36
O -1.16 -1.12 -0.62
N -1.56 0.37 -2.26
C -1.12 1.45 -3.12
C -2.14 1.67 -4.24
C -3.50 2.09 -3.67
C -3.78 1.37 -2.34
C -2.98 0.07 -2.26
N 1.33 -0.05 0.97
O 3.09 -1.94 3.55
H 3.88 -2.33 6.76
H 4.99 -2.62 5.40
H 3.58 -3.65 5.61
H 2.26 -0.19 6.16
H 1.22 0.72 3.83
H 1.20 -0.07 -2.28
H 0.76 1.29 -1.18
H -1.01 2.38 -2.55
H -0.16 1.20 -3.57
H -2.24 0.75 -4.81
H -1.77 2.44 -4.92
H -3.53 3.17 -3.51
H -4.28 1.85 -4.40
H -4.84 1.15 -2.24
H -3.48 2.00 -1.50
H -3.19 -0.47 -1.34
H -3.23 -0.58 -3.10
```

Results of the Mulliken charge analysis, in e, for atoms 1 through 6: C -1.26; C 0.54; C -0.55; C -0.42; C 0.77; C -0.12


Which structure loses on stability? Q does.


P:
Density functional theory data (wB97M-V/def2-TZVPD) for C7H9NO2 in the gas phase.

Results
LUMO energy	0.446	eV
SMILES	O=C1/C(=N/O)[C@H]2CC[C@@H]1C2
HOMO energy	-9.5	eV

Geometry as XYZ:
```
19
C7H9NO2 (wB97M-V/def2-TZVPD)
O -0.40 2.69 -0.25
C -0.05 1.58 0.01
C -1.00 0.45 0.04
N -2.19 0.74 -0.24
O -3.17 -0.29 0.09
C -0.37 -0.74 0.66
C 0.24 -1.34 -0.64
C 1.32 -0.22 -1.01
C 1.35 0.94 0.07
C 0.94 -0.03 1.28
H -4.04 0.05 -0.40
H -0.89 -1.39 1.59
H 0.74 -2.37 -0.55
H -0.58 -1.32 -1.40
H 2.30 -0.49 -1.16
H 1.06 0.02 -2.06
H 2.19 1.55 0.30
H 1.78 -0.69 1.53
H 0.77 0.84 2.11
```

Results of the Mulliken charge analysis, in e, for atoms 1 through 6: O -0.54; C 0.36; C 0.26; N -0.53; O -0.41; C 0.16


Q:
Density functional theory data (wB97M-V/def2-TZVPD) for C7H9NO2 in the gas phase.

Results
LUMO energy	-0.101	eV
SMILES	C/C=C/C1=NC(=O)OCC1
HOMO energy	-9.7	eV

Geometry as XYZ:
```
19
C7H9NO2 (wB97M-V/def2-TZVPD)
C 3.19 1.06 -0.01
C 1.91 0.51 0.43
C 0.83 0.99 -0.18
C -0.72 0.45 0.05
N -1.96 0.92 0.41
C -3.10 0.32 0.05
O -4.06 1.01 -0.18
O -3.11 -1.02 -0.07
C -1.93 -1.69 0.17
C -0.66 -0.98 -0.33
H 3.69 1.69 0.79
H 3.03 1.81 -0.69
H 3.87 0.37 -0.43
H 1.90 -0.24 1.16
H 0.93 1.70 -0.92
H -1.84 -2.78 -0.19
H -1.58 -1.79 1.28
H 0.22 -1.26 0.12
H -0.61 -1.08 -1.45
```

Results of the Mulliken charge analysis, in e, for atoms 1 through 6: C -1.31; C 0.26; C -0.56; C 0.57; N -0.65; C 0.60


R:
Density functional theory data (wB97M-V/def2-TZVPD) for 2 unconnected molecules or ions with the total composition C7H9NO2.

Results
LUMO energy	0.387	eV
SMILES	c1ccncc1.CC(=O)O
HOMO energy	-9.7	eV

Geometry as XYZ:
```
19
C7H9NO2 (wB97M-V/def2-TZVPD)
C -3.63 1.20 -0.83
C -4.09 0.12 -1.46
C -3.29 -0.97 -1.35
N -2.04 -1.20 -0.80
C -1.53 -0.03 -0.31
C -2.24 1.17 -0.35
H -3.98 2.37 -0.64
H -5.01 0.21 -2.11
H -3.66 -1.68 -2.11
H -0.50 0.02 0.04
H -1.83 2.19 -0.02
C 3.40 -1.43 0.91
C 3.86 0.02 1.06
O 5.00 0.47 1.19
O 2.72 0.61 1.33
H 4.14 -1.92 0.31
H 3.18 -1.96 1.87
H 2.53 -1.52 0.18
H 2.80 1.58 1.89
```

Results of the Mulliken charge analysis, in e, for atoms 1 through 6: C -0.12; C -0.34; C -0.05; N -0.51; C -0.09; C -0.23


Which structure loses on stability? P does.


P:
Density functional theory data (wB97M-V/def2-TZVPD) for a gas-phase ion, C3H10NSi (charge +1).

Results
total charge	+1
LUMO energy	-3.474	eV
SMILES	C1C[SiH2]C[NH2+]1
HOMO energy	-15.1	eV

Geometry as XYZ:
```
15
C3H10NSi (wB97M-V/def2-TZVPD)
C 0.93 -0.79 -0.39
C -0.30 -1.38 0.18
Si -1.61 -0.03 -0.11
C -0.16 1.45 -0.09
N 1.07 0.60 0.20
H 1.82 -1.57 -0.21
H 0.88 -0.65 -1.48
H -0.59 -2.36 -0.14
H -0.17 -1.37 1.32
H -2.10 -0.10 -1.50
H -2.55 0.11 1.14
H -0.34 2.30 0.73
H 0.12 1.96 -0.97
H 1.09 0.68 1.25
H 1.91 1.15 0.08
```

Results of the Mulliken charge analysis, in e, for atoms 1 through 6: C -0.43; C -0.72; Si 0.38; C -0.78; N -0.26; H 0.32


Q:
Density functional theory data (wB97M-V/def2-TZVPD) for a gas-phase ion, C3H10NSi (charge +1).

Results
total charge	+1
LUMO energy	-4.276	eV
SMILES	C=CC[SiH2][NH3+]
HOMO energy	-13.6	eV

Geometry as XYZ:
```
15
C3H10NSi (wB97M-V/def2-TZVPD)
C 1.86 -1.01 0.04
C 1.84 0.29 -0.39
C 0.99 1.27 0.31
Si -0.94 1.07 -0.01
N -1.76 -1.01 0.20
H 2.34 -1.78 -0.47
H 1.14 -1.30 0.78
H 2.57 0.73 -1.07
H 1.29 2.33 0.14
H 1.02 1.19 1.50
H -1.59 1.05 -1.32
H -1.86 1.48 0.90
H -1.39 -1.23 1.11
H -1.18 -1.65 -0.46
H -2.69 -1.33 -0.09
```

Results of the Mulliken charge analysis, in e, for atoms 1 through 6: C -0.84; C -0.02; C -0.72; Si 0.69; N -0.68; H 0.31


Which structure loses on stability? Q does.


P:
Density functional theory data (wB97M-V/def2-TZVPD) for a molecular structure, C3H6OS3.

Results
LUMO energy	0.199	eV
HOMO energy	-8.4	eV

Geometry as XYZ:
```
13
C3H6OS3 (wB97M-V/def2-TZVPD)
C 0.03 0.27 0.02
C -0.50 -0.10 1.67
C -0.29 -0.91 -0.94
O 1.46 1.41 -1.62
S -1.60 0.76 0.64
S 0.63 1.04 2.60
S 1.38 1.43 0.07
H -0.71 -0.85 2.62
H -0.93 -1.61 -0.52
H 0.71 -1.46 -1.05
H -0.59 -0.53 -1.84
H 0.77 1.85 -2.18
H -0.15 2.23 2.71
```

Results of the Mulliken charge analysis, in e, for atoms 1 through 6: C 0.38; C -0.33; C -1.13; O -0.56; S -0.13; S -0.33


Q:
Density functional theory data (wB97M-V/def2-TZVPD) for a molecular structure, C3H6OS3.

Results
LUMO energy (alpha / beta)	-0.318 / 0.042	eV
HOMO energy (alpha / beta)	-6.9 / -7.2	eV

Geometry as XYZ:
```
13
C3H6OS3 (wB97M-V/def2-TZVPD)
C 0.00 1.09 1.08
C -0.06 0.08 2.09
C -0.18 -0.44 -1.12
O 0.01 2.18 0.66
S -1.64 -0.24 -2.09
S 1.38 -0.15 -1.95
S 0.03 -2.04 -0.36
H 0.90 0.19 2.69
H -0.19 -0.87 1.45
H -0.85 0.47 2.87
H -1.60 1.03 -2.06
H 1.33 1.13 -2.09
H 0.87 -2.42 -1.16
```

Results of the Mulliken charge analysis, in e, for atoms 1 through 6: C 0.61; C -0.48; C -0.08; O -0.31; S -0.18; S -0.20


Which structure loses on stability? Q does.